Entry 1:
Computed, not measured: a structure of composition C25H29B2Cl3F4N9O6STi, with wB97M-V/def2-TZVPD.

## Properties
2S+1: 1
Total charge: +1
Energy above the lowest of the compared OMol25 structures with the same formula, charge and spin in kcal/mol: 10.26
E_HOMO in eV: -11.2
Max |F| in hartree/bohr: 0.0147

Atoms and positions in Å:
1 O -1.409 -3.689 1.778
2 N 2.820 -0.014 2.318
3 C 2.682 3.739 -0.266
4 O -2.202 1.093 0.609
5 C 1.110 -1.899 -3.426
6 C -1.452 1.575 -0.243
7 B 0.018 -4.091 1.476
8 H 5.207 1.550 -0.799
9 H 1.887 1.831 -2.776
10 C -0.563 0.177 3.266
11 N 1.430 1.237 -2.100
12 C -0.386 2.123 4.729
13 C -4.021 -3.951 1.517
14 C -0.920 -0.014 5.665
15 F -3.076 -1.854 -3.104
16 C 3.513 2.642 -0.072
17 N -0.254 0.994 -0.481
18 H -3.685 -4.129 2.536
19 C 1.086 -2.545 -0.913
20 Ti -1.026 -0.864 0.401
21 H 2.190 5.396 -1.531
22 H 1.249 -2.935 -3.739
23 H -0.189 3.179 4.843
24 C -0.838 -0.588 4.407
25 S 3.454 -0.553 -0.160
26 H -2.567 2.431 -1.836
27 O 0.897 -2.873 1.331
28 O -3.279 -0.176 -1.468
29 C 3.190 0.493 1.134
30 C 4.528 2.368 -0.981
31 C -1.696 2.687 -1.225
32 H 2.663 -1.007 2.383
33 C 0.488 -1.859 -2.078
34 C 3.804 4.230 -2.335
35 F 0.013 -4.791 0.277
36 C -5.257 -1.868 -0.441
37 C -3.835 -1.849 -0.025
38 C 0.287 1.615 -1.564
39 H 2.096 -1.431 -3.393
40 H -3.809 -4.862 0.951
41 B -2.681 -0.570 -2.800
42 H -5.472 -1.005 -1.063
43 H -0.770 4.350 -3.111
44 C -0.307 1.536 3.480
45 N -1.976 -2.733 1.047
46 H 2.632 -3.725 -0.086
47 H 0.832 3.644 -3.293
48 H 2.045 0.623 -1.552
49 N -2.954 -1.059 -0.497
50 H -5.091 -3.764 1.500
51 Cl 0.180 2.561 2.172
52 H 0.484 -1.380 -4.144
53 Cl -0.826 2.060 7.386
54 F -3.053 0.406 -3.681
55 C -0.709 1.342 5.824
56 H 2.936 2.344 1.879
57 H -5.460 -2.774 -1.017
58 H -0.577 2.872 -4.075
59 C -3.256 -2.827 0.922
60 H 3.928 4.851 -3.212
61 H 2.723 0.553 3.145
62 N 0.558 -2.201 0.204
63 Cl -1.051 -2.279 4.277
64 O -0.521 -0.371 2.026
65 C -0.228 3.411 -3.193
66 N -0.458 2.634 -1.989
67 N 3.309 1.841 1.087
68 F 0.452 -4.787 2.555
69 H -5.904 -1.874 0.436
70 C 2.829 4.533 -1.395
71 H -1.848 3.655 -0.746
72 O -1.173 -0.505 -2.743
73 H 5.449 2.941 -2.823
74 H 1.824 -4.439 -1.490
75 C 2.199 -3.509 -1.057
76 H 2.955 -3.096 -1.725
77 H -1.143 -0.641 6.516
78 N -0.609 -1.269 -1.785
79 C 4.658 3.154 -2.116
80 H 1.924 3.976 0.470


Entry 2:
Computed, not measured: the molecule C4H4ClOP at a distorted geometry, with wB97M-V/def2-TZVPD.

## Properties
2S+1: 1
Energy above the lowest of the compared OMol25 structures with the same formula, charge and spin in kcal/mol: 100.83
E_HOMO (alpha / beta) in eV: -9.2 / -8.4
Max |F| in hartree/bohr: 0.0576

Atoms and positions in Å:
1 H 0.490 -1.968 -2.091
2 C -0.221 0.884 0.594
3 H 2.589 -0.637 -0.479
4 C 1.109 0.648 0.395
5 Cl -3.633 0.083 1.216
6 C 1.558 -0.407 -0.413
7 O -2.294 0.043 -0.378
8 P 0.328 -1.618 -0.790
9 H -0.681 1.572 1.195
10 H 1.926 1.171 0.846
11 C -1.170 0.229 -0.095


Entry 3:
Computed, not measured: a cluster of 7 separate species, C45H102N8O7 in total at a distorted geometry, with wB97M-V/def2-TZVPD.

## Properties
2S+1: 1
Energy above the lowest of the compared OMol25 structures with the same formula, charge and spin in kcal/mol: 124.38
E_HOMO in eV: -7.6
Max |F| in hartree/bohr: 0.1185

Atoms and positions in Å:
1 O -2.263 -0.187 -4.953
2 C 6.214 -1.698 3.436
3 N -3.435 0.522 -5.020
4 C -0.255 -1.097 -1.659
5 H 1.168 8.015 -2.813
6 H 6.685 -0.258 1.124
7 H -1.248 -0.661 -1.771
8 H -1.755 0.613 -4.799
9 H -1.773 4.775 -1.586
10 H 1.261 1.611 2.395
11 H -0.239 -7.937 1.989
12 H -2.530 1.600 -7.077
13 H -2.135 1.235 -2.513
14 H 7.032 0.143 6.719
15 C -1.777 -6.003 -1.206
16 C -0.885 -9.180 -1.190
17 H 8.516 -0.065 2.810
18 H 3.032 -5.630 -1.725
19 H -3.115 1.404 0.785
20 H -0.873 7.066 1.218
21 O -5.881 -1.835 2.644
22 C -3.159 0.768 -7.392
23 H -3.652 -1.152 -2.643
24 H -0.362 0.408 0.582
25 H -1.816 5.029 0.849
26 N 5.492 0.516 4.128
27 C -4.162 0.393 -6.284
28 C -6.191 1.135 -5.001
29 H 1.746 4.338 -0.433
30 H -4.699 -0.635 0.415
31 C -0.392 -5.243 -1.335
32 H -4.782 -0.120 -1.755
33 H 2.724 -1.872 1.661
34 H 2.701 0.261 0.529
35 H 1.672 -2.161 0.413
36 H 2.550 4.960 -1.793
37 H -2.558 -0.026 -7.834
38 H -2.027 -6.521 -2.133
39 C -3.261 0.583 1.487
40 N 0.778 -7.250 -0.445
41 H 0.750 1.591 -0.049
42 C 0.591 0.519 0.066
43 H -5.932 -1.870 4.674
44 H -1.376 -9.153 1.321
45 C 0.238 7.379 -0.684
46 H 0.368 -9.458 1.214
47 C -1.640 -7.011 -0.054
48 H 7.086 -2.147 5.301
49 C -0.063 8.847 -1.009
50 C -0.828 4.523 -1.103
51 C -3.040 1.737 -2.855
52 H 6.487 1.725 6.301
53 H -3.286 0.986 2.499
54 H -6.484 0.105 -4.799
55 H 4.831 1.947 3.155
56 H -1.134 -9.008 -2.237
57 H 8.103 -0.424 4.419
58 H -2.526 -5.270 -0.911
59 H -0.089 -7.324 -3.330
60 O 5.453 1.860 3.882
61 H -1.815 7.251 -0.072
62 H -2.536 -0.211 1.307
63 N 1.607 0.668 2.291
64 H -5.088 2.624 -4.029
65 H 0.669 9.365 -1.630
66 H 1.659 7.927 1.099
67 C -0.398 -8.683 1.211
68 H 0.660 4.056 5.029
69 H -4.246 -0.909 3.418
70 H 3.481 1.673 5.334
71 N 0.391 6.557 -1.964
72 N 1.235 5.430 3.304
73 H -1.527 -6.356 0.810
74 O 1.415 7.096 -2.687
75 H -0.215 9.279 -0.020
76 C -4.577 -1.357 2.482
77 H 1.797 -4.442 -1.729
78 H -0.127 3.457 -3.302
79 C 2.134 -5.327 -1.187
80 H -5.441 -1.455 -6.983
81 H -0.880 4.849 -3.847
82 H -0.398 -1.913 -0.951
83 H -3.932 -2.160 2.123
84 N 1.501 3.758 4.556
85 H 1.681 -7.361 -3.209
86 H 1.115 5.736 4.259
87 C 6.128 0.720 6.524
88 H 2.883 0.075 5.523
89 H 7.832 1.248 3.963
90 C 1.735 0.053 0.989
91 H -5.989 1.541 -2.960
92 H 5.793 -3.277 4.941
93 C -5.413 1.305 -6.290
94 C -4.545 -1.156 -6.439
95 H -5.999 0.711 0.593
96 H -0.421 -4.641 -2.243
97 N -5.700 0.622 1.554
98 H -1.745 -9.809 -0.962
99 H -6.376 0.158 2.143
100 H 5.714 0.883 7.519
101 H 6.333 1.339 1.552
102 C 0.082 4.515 -3.459
103 H 5.000 0.196 1.475
104 C 7.813 0.223 3.592
105 C 6.038 0.316 1.788
106 H -7.043 1.814 -4.988
107 H 0.169 -1.520 -2.569
108 H -3.348 2.042 -1.854
109 H -5.225 -3.374 4.018
110 C 5.055 -1.362 5.546
111 H -0.047 4.995 0.827
112 H 5.053 -1.676 6.590
113 C -4.524 -0.231 1.412
114 O 2.161 3.692 2.437
115 H 2.471 7.562 -0.400
116 H -3.758 -1.738 -6.919
117 H 2.427 -5.160 -0.151
118 C -5.331 1.581 -3.829
119 H -2.645 -7.425 0.022
120 H -6.907 -3.252 3.870
121 C -0.894 6.727 0.182
122 C -6.012 -2.630 3.897
123 C 1.649 4.412 -1.517
124 C 5.170 0.182 5.516
125 H -3.654 1.326 -8.186
126 H 4.106 -1.799 5.232
127 C 3.707 0.723 5.819
128 H -0.238 -4.592 -0.474
129 C 6.078 -2.227 4.893
130 H 0.782 -5.948 -3.655
131 H -6.163 0.907 -6.973
132 C 1.600 7.308 0.204
133 H 7.090 -2.177 3.000
134 C -0.441 -8.059 -0.218
135 H 1.671 3.450 -2.028
136 C 0.787 -6.789 -2.961
137 C -0.933 5.270 0.256
138 H 0.856 4.768 -4.184
139 H 1.981 -8.162 0.478
140 C 1.696 4.251 3.373
141 C 0.301 5.067 -2.071
142 O 0.739 -0.133 -1.241
143 H 5.340 -2.087 2.913
144 H -1.075 8.917 -1.409
145 H 1.901 6.293 0.466
146 H 1.618 6.007 2.569
147 H 1.010 -1.738 1.989
148 H -2.732 2.560 -3.500
149 C -3.979 0.825 -3.689
150 C 1.785 -1.489 1.263
151 C 0.834 -6.264 -1.521
152 H 2.540 0.649 2.676
153 C -4.427 -0.394 -2.749
154 H 3.598 0.918 6.886
155 H -0.769 3.446 -0.947
156 O 1.869 -8.059 -0.470
157 H -4.799 -1.593 -5.474
158 H -0.173 -10.001 -1.277
159 H 1.970 2.864 4.584
160 C 6.384 -0.140 3.261
161 H -5.164 -0.860 -3.403
162 H -5.301 2.354 -6.565


Entry 4:
Computed, not measured: the molecule C4H3N at a distorted geometry, with wB97M-V/def2-TZVPD.

## Properties
2S+1: 1
Energy above the lowest of the compared OMol25 structures with the same formula, charge and spin in kcal/mol: 40.01
E_HOMO in eV: -10.8
Max |F| in hartree/bohr: 0.1147

Atoms and positions in Å:
1 H 1.637 0.275 -0.416
2 C -0.096 -0.185 0.961
3 C -0.433 -0.389 -0.591
4 H -1.217 -0.644 -1.316
5 N 0.523 -2.588 2.220
6 C 0.711 0.005 -0.221
7 H -0.451 0.580 1.528
8 C 0.185 -1.590 1.741


Entry 5:
Computed, not measured: a structure of composition C34H71F9N2O11S3 at a distorted geometry, with wB97M-V/def2-TZVPD.

## Properties
2S+1: 1
E_HOMO in eV: -9.3
Max |F| in hartree/bohr: 0.0821

Atoms and positions in Å:
1 C -2.836 2.860 1.407
2 H -0.581 -5.440 1.168
3 F 4.193 -0.495 -2.964
4 C 1.919 -6.477 -2.140
5 H -4.054 3.377 -2.804
6 H -0.695 -7.595 2.396
7 C -8.155 -5.846 3.532
8 F 7.555 -5.116 -3.074
9 H -2.217 -7.115 3.140
10 C 6.651 -2.943 -3.263
11 H -1.928 7.689 2.635
12 H -4.585 -5.135 0.452
13 C 1.150 -5.528 -3.135
14 H -3.817 3.017 0.957
15 C -11.351 -5.056 1.997
16 H -5.276 9.304 2.313
17 H 6.277 7.800 0.099
18 H -5.518 6.926 2.941
19 C -2.244 6.960 3.389
20 C -1.414 -3.439 -3.129
21 H 5.347 -6.817 -2.073
22 H 4.375 9.324 -1.165
23 H 1.078 -4.513 -2.659
24 H 4.208 -7.097 -3.487
25 H -4.357 8.268 1.203
26 C -2.931 2.104 -1.472
27 H -3.819 -7.395 -0.238
28 H 4.259 11.077 -1.278
29 H -5.463 -6.410 1.322
30 H 3.169 -4.783 -2.421
31 C -2.089 7.524 4.791
32 H -8.963 -4.020 2.683
33 H -3.394 -7.801 1.411
34 H -2.723 3.581 2.220
35 C -4.595 7.454 3.188
36 C 5.286 4.847 -0.933
37 C -8.402 -4.907 2.365
38 C -3.169 3.433 -2.167
39 H -1.581 6.099 3.280
40 O 2.210 -3.848 0.000
41 C 4.583 -6.349 -2.741
42 H 5.795 7.373 1.742
43 H -7.442 -4.545 1.993
44 C 5.564 9.470 1.298
45 C -4.426 8.623 2.234
46 H 4.660 0.501 -0.540
47 H 6.914 9.542 -1.076
48 C 4.922 1.373 0.059
49 H -10.677 -6.504 0.575
50 H -2.826 1.853 1.829
51 H -4.706 7.801 4.221
52 H -2.368 6.776 5.536
53 C 5.255 4.300 0.483
54 O 1.276 -6.172 -0.851
55 H -10.254 -6.912 2.224
56 C 6.250 10.376 -0.826
57 C -10.333 -6.077 1.520
58 H -0.758 2.871 0.901
59 C -0.314 -6.025 -3.478
60 S -1.244 -4.718 -4.426
61 H -1.054 7.824 4.967
62 C 5.259 -5.186 -3.597
63 H -0.986 -0.812 -1.360
64 H 6.734 11.278 -1.209
65 H -3.323 4.245 -1.453
66 H 6.143 3.692 0.692
67 C 3.345 -5.779 -1.943
68 C -1.538 -5.799 1.546
69 H 1.892 -7.578 -2.313
70 H 6.191 5.437 -1.094
71 H -0.318 -7.004 -4.026
72 H 4.506 9.384 1.024
73 F 6.236 -4.547 -1.420
74 H 7.323 8.228 1.449
75 C -3.472 -6.967 0.706
76 F 5.991 -1.132 -1.700
77 H -0.746 -6.213 3.508
78 N -2.259 -3.742 -2.132
79 H 4.416 5.484 -1.115
80 O 3.672 -5.794 -0.550
81 C 4.899 10.220 -1.502
82 H 1.758 -5.418 -4.072
83 H -2.096 -4.911 1.863
84 C 3.829 2.423 -0.019
85 H 3.644 2.723 -1.057
86 H -1.691 4.045 -0.002
87 H -2.797 1.329 -2.231
88 O -2.189 -6.421 0.447
89 H -2.308 3.701 -2.785
90 H 5.270 4.051 -1.679
91 O 2.236 -5.700 1.531
92 H 5.879 1.751 -0.306
93 H 5.286 5.136 1.185
94 C -1.307 -1.775 -1.802
95 H -3.521 9.194 2.444
96 H 5.586 9.759 2.351
97 H -11.450 -4.247 1.269
98 N -2.170 -2.668 -1.290
99 H -2.722 8.398 4.952
100 H -7.561 -6.705 3.212
101 F 7.769 -2.498 -2.604
102 O 6.170 10.535 0.581
103 S 2.247 -5.289 0.147
104 O -0.777 -2.242 -3.016
105 H -11.062 -4.604 2.948
106 F 6.239 -0.613 -3.922
107 C -1.715 3.025 0.397
108 H 5.781 -5.709 -4.445
109 H 5.021 10.147 -2.585
110 H -12.326 -5.527 2.134
111 C -4.486 -5.942 1.182
112 H -4.194 -5.490 2.132
113 O 4.079 3.568 0.784
114 H -9.086 -6.230 3.953
115 S 5.287 -1.689 -3.106
116 C -1.287 -6.734 2.715
117 F 4.590 -2.093 -4.516
118 H -7.618 -5.327 4.329
119 F 7.017 -2.997 -4.597
120 O -3.553 6.494 3.103
121 H 5.070 1.052 1.093
122 H 4.483 -4.529 -4.059
123 O -1.761 2.084 -0.666
124 H -3.803 1.806 -0.881
125 O -9.050 -5.528 1.265
126 H -0.865 -6.100 -2.496
127 H 2.895 1.991 0.346
128 C 6.280 8.141 1.136
129 F 4.313 -2.624 -2.213
130 C 6.367 -4.409 -2.794


Entry 6:
Computed, not measured: a structure of composition H26NeO13 at a distorted geometry, with wB97M-V/def2-TZVPD.

## Properties
2S+1: 1
Energy above the lowest of the compared OMol25 structures with the same formula, charge and spin in kcal/mol: 12.81
E_HOMO in eV: -10.3
Max |F| in hartree/bohr: 0.0292

Atoms and positions in Å:
1 O -0.655 -0.602 2.733
2 H -0.408 -3.225 -1.556
3 H -0.347 1.411 -1.434
4 O -2.458 -2.056 1.336
5 H -0.372 2.843 0.347
6 H -1.580 1.043 1.901
7 H 0.948 -1.414 2.233
8 H 1.079 3.006 0.749
9 H 1.876 -2.094 -0.327
10 O -3.392 -0.249 -0.888
11 H 1.291 -2.835 1.836
12 O -0.250 0.479 -4.703
13 H 3.079 1.291 -0.817
14 O -0.907 1.277 -2.199
15 H 2.308 -2.664 -1.661
16 H 3.894 0.509 1.384
17 H 2.744 1.484 1.528
18 O 1.689 -1.986 2.032
19 H -1.227 -1.017 2.088
20 H -1.222 -0.437 3.486
21 O 1.478 1.605 2.693
22 O 0.482 3.114 0.009
23 Ne 0.247 -0.081 -0.172
24 H -2.630 0.331 -0.882
25 H -3.402 -0.623 -1.769
26 H 0.907 0.844 2.593
27 H -0.210 1.418 -4.884
28 O 2.804 1.084 -1.711
29 O 1.542 -2.554 -1.097
30 H -2.642 1.959 1.330
31 H -2.676 -1.710 0.471
32 O 3.433 1.209 0.922
33 O -1.293 -3.503 -1.318
34 H 2.662 1.936 -2.122
35 H -1.483 -4.231 -1.910
36 H -3.299 -2.115 1.790
37 H -0.916 2.126 -2.641
38 O -1.712 1.742 1.261
39 H -0.311 0.421 -3.749
40 H 0.928 2.264 3.117


Entry 7:
Computed, not measured: a cluster of 2 separate species, C13H16ClF4IN4O3P in total at a distorted geometry, with wB97M-V/def2-TZVPD.

## Properties
2S+1: 1
Total charge: +1
Energy above the lowest of the compared OMol25 structures with the same formula, charge and spin in kcal/mol: 20.84
E_HOMO in eV: -12.8
Max |F| in hartree/bohr: 0.0512

Atoms and positions in Å:
1 C 0.516 1.796 -1.229
2 F 3.774 -1.772 3.164
3 C 1.028 -1.778 1.382
4 C -0.810 -0.807 0.705
5 O 1.835 -2.176 4.065
6 H 0.472 0.807 -1.693
7 H -2.649 -1.669 2.647
8 F -0.349 2.699 -1.784
9 C 0.154 0.160 0.649
10 C -0.327 3.990 -5.269
11 H 0.095 4.611 -6.058
12 C -2.214 -0.420 0.306
13 I -3.288 -1.930 -0.793
14 Cl -0.121 -4.656 2.794
15 C -3.047 0.185 1.468
16 C 0.600 2.942 -4.874
17 H 0.689 2.192 0.939
18 H -0.980 1.885 0.387
19 F 2.416 0.139 1.154
20 H -1.260 3.569 -5.642
21 F 2.989 -4.178 0.370
22 H 2.664 1.569 -0.888
23 P -1.205 -3.539 1.441
24 C 2.536 -2.202 3.106
25 O -0.965 -4.309 0.027
26 H 2.004 3.220 -0.596
27 H -2.608 -0.160 3.558
28 N 1.257 -0.522 1.080
29 N 1.997 -2.670 1.848
30 H -2.096 0.396 -0.405
31 N -0.269 -1.993 1.161
32 H -4.156 -0.782 3.037
33 O 3.827 -2.179 0.455
34 C -3.109 -0.687 2.744
35 C 1.961 2.330 -1.227
36 C 3.009 -2.951 0.841
37 H -2.515 1.109 1.731
38 H 2.182 2.604 -2.259
39 N 1.332 2.115 -4.564
40 H -0.848 -3.670 -0.691
41 H -4.019 0.487 1.079
42 H -0.568 4.639 -4.428
43 C 0.065 1.609 0.261


Entry 8:
Computed, not measured: a cluster of 2 separate species, C5H15NO in total at a distorted geometry, with wB97M-V/def2-TZVPD.

## Properties
2S+1: 1
Energy above the lowest of the compared OMol25 structures with the same formula, charge and spin in kcal/mol: 19.74
E_HOMO in eV: -9.1
Max |F| in hartree/bohr: 0.0390

Atoms and positions in Å:
1 H 1.340 1.473 -0.394
2 C 1.580 -0.900 0.675
3 C -1.312 1.724 0.537
4 H -2.243 1.163 0.700
5 H -0.749 -3.659 -2.992
6 H -1.245 -0.206 -0.906
7 H 1.549 -1.896 0.209
8 H -0.062 1.044 2.177
9 H -2.054 -3.065 -2.505
10 H 0.880 3.006 0.550
11 O -1.273 -2.874 -3.036
12 C 0.115 -0.393 0.599
13 H 1.914 -1.005 1.702
14 N -0.317 -0.597 -0.803
15 C -0.035 1.071 1.085
16 H 2.236 -0.400 -0.037
17 H 2.032 1.819 1.189
18 H -0.382 -1.596 -0.933
19 H -1.257 1.758 -0.552
20 H -0.413 -1.140 1.213
21 C 1.152 1.958 0.561
22 H -1.459 2.716 0.962